1.
{
  "formula": "C4H13O9PPd",
  "method": "ωB97M-V/def2-TZVPD",
  "elements": ["Pd", "O", "H", "P", "O", "O", "O", "O", "C", "C", "O", "O", "H", "H", "H", "H", "H", "H", "C", "C", "O", "O", "H", "H", "H", "H", "H", "H"],
  "xyz": [[-3.471, -0.380, -8.294], [-3.677, -3.701, -9.036], [-3.950, -4.634, -9.126], [0.537, -0.670, -7.449], [1.606, 0.420, -7.755], [-0.320, -0.895, -8.760], [-0.726, -0.196, -6.511], [0.943, -2.138, -7.255], [-4.655, 2.988, -10.829], [-5.854, 2.245, -10.648], [-5.593, 0.784, -10.685], [-3.760, 2.536, -9.847], [-4.718, 4.074, -10.754], [-4.256, 2.745, -11.813], [-6.550, 2.461, -11.459], [-6.199, 2.563, -9.665], [-6.423, 0.381, -10.950], [-2.948, 3.048, -9.860], [-7.772, -0.133, -4.915], [-8.649, -1.338, -4.539], [-8.254, -1.822, -3.252], [-6.437, -0.456, -5.336], [-7.415, 0.441, -4.060], [-8.313, 0.346, -5.731], [-8.530, -2.102, -5.308], [-9.661, -0.933, -4.519], [-7.534, -2.434, -3.417], [-6.022, -0.830, -4.555]],
  "mol_weight_g_mol": 342.5,
  "relative_energy_kcal_mol": 89.5,
  "multiplicity": 3,
  "gap_ev": [3.8038, 3.7116],
  "e_homo_ev": [0.465, 0.471],
  "s_squared": 2.03,
  "energy_ha": -1306.348022,
  "total_charge": -2
}



2.
{
  "formula": "C4H14AgNO4",
  "method": "ωB97M-V/def2-TZVPD",
  "elements": ["Ag", "O", "H", "O", "H", "O", "H", "C", "C", "C", "O", "C", "N", "H", "H", "H", "H", "H", "H", "H", "H", "H", "H", "H"],
  "xyz": [[-4.466, -24.885, -23.326], [-3.192, -24.829, -22.070], [-2.984, -25.777, -21.954], [-3.109, -24.536, -24.474], [-2.617, -24.470, -25.316], [-5.119, -24.239, -21.613], [-5.916, -24.725, -21.900], [-5.148, -26.390, -25.747], [-6.250, -26.056, -24.658], [-6.068, -26.823, -23.334], [-4.699, -26.663, -22.871], [-4.296, -27.433, -21.705], [-6.213, -24.615, -24.430], [-5.379, -25.919, -26.702], [-5.055, -27.475, -25.791], [-4.189, -25.967, -25.446], [-7.250, -26.266, -25.040], [-6.314, -27.883, -23.402], [-6.736, -26.462, -22.552], [-4.262, -28.509, -21.876], [-5.117, -27.254, -21.011], [-3.358, -27.000, -21.355], [-7.162, -24.286, -24.324], [-6.060, -24.335, -25.388]],
  "mol_weight_g_mol": 248.0,
  "relative_energy_kcal_mol": 206.0,
  "gap_ev": 2.3162,
  "e_homo_ev": 3.481,
  "energy_ha": -662.922428,
  "total_charge": -2
}



3.
{
  "formula": "C4H14B2BrEuNO3P",
  "method": "ωB97M-V/def2-TZVPD",
  "elements": ["C", "B", "O", "B", "C", "C", "C", "Br", "P", "N", "O", "O", "H", "H", "H", "H", "H", "H", "H", "H", "H", "H", "H", "H", "H", "H", "Eu"],
  "xyz": [[2.835, 0.961, 0.780], [2.162, 0.145, -0.479], [3.110, -0.649, -1.338], [0.549, 0.102, -0.864], [-0.220, 1.522, -0.563], [-1.830, 1.402, -0.281], [-2.192, 1.302, 1.349], [-3.752, 0.073, 1.581], [-0.231, -1.443, -0.050], [0.806, -2.690, -0.360], [-1.761, -1.946, -0.782], [-0.322, -1.363, 1.711], [3.802, 1.516, 0.353], [3.202, 0.217, 1.608], [2.167, 1.802, 1.245], [3.272, -1.516, -0.826], [0.507, -0.080, -2.048], [0.238, 2.169, 0.298], [-0.107, 2.178, -1.555], [-2.304, 2.443, -0.621], [-2.384, 0.584, -0.919], [-2.559, 2.381, 1.704], [-1.255, 1.055, 2.009], [0.259, -3.424, -0.904], [-2.484, -2.000, -0.078], [-0.259, -2.334, 2.015], [-1.252, -2.407, -2.985]],
  "mol_weight_g_mol": 408.6,
  "multiplicity": 8,
  "gap_ev": [6.1803, 4.2953],
  "e_homo_ev": [-9.847, -11.695],
  "s_squared": 15.79,
  "energy_ha": -4116.195425,
  "total_charge": 1
}



4.
{
  "formula": "C4H14INOSi2",
  "method": "ωB97M-V/def2-TZVPD",
  "elements": ["C", "C", "C", "C", "N", "Si", "O", "Si", "I", "H", "H", "H", "H", "H", "H", "H", "H", "H", "H", "H", "H", "H", "H"],
  "xyz": [[1.430, 1.607, 0.579], [0.415, 0.992, 1.533], [-1.052, 1.192, 1.179], [-1.613, 0.329, 0.067], [-1.016, 0.561, -1.255], [-0.227, -0.658, -2.168], [-0.414, -2.117, -1.413], [0.725, -2.721, -0.415], [-0.443, -3.813, 1.416], [1.472, 1.086, -0.377], [2.431, 1.566, 1.002], [1.184, 2.650, 0.384], [0.611, -0.077, 1.647], [0.576, 1.431, 2.519], [-1.245, 2.244, 0.957], [-1.642, 0.950, 2.065], [-1.503, -0.717, 0.354], [-2.687, 0.514, 0.009], [-0.569, 1.464, -1.309], [-0.799, -0.769, -3.520], [1.235, -0.395, -2.293], [1.545, -1.644, 0.165], [1.586, -3.676, -1.128]],
  "mol_weight_g_mol": 275.2,
  "gap_ev": 9.8094,
  "e_homo_ev": -9.239,
  "energy_ha": -1167.608287,
  "total_charge": 0
}



5.
{
  "formula": "C4H14N",
  "method": "ωB97M-V/def2-TZVPD",
  "elements": ["C", "N", "H", "H", "H", "H", "H", "H", "C", "C", "C", "H", "H", "H", "H", "H", "H", "H", "H"],
  "xyz": [[0.394, 2.172, -1.706], [1.134, 1.637, -0.521], [0.844, 1.800, -2.600], [-0.641, 1.848, -1.621], [0.374, 3.255, -1.633], [2.122, 1.868, -0.588], [0.903, 0.670, -0.295], [0.798, 2.128, 0.319], [-1.737, -0.964, 0.886], [-0.275, -1.032, 1.285], [0.464, -1.985, 0.333], [-2.370, -0.249, 1.410], [-2.211, -1.934, 1.017], [-1.834, -0.804, -0.195], [-0.153, -1.459, 2.277], [0.295, -0.099, 1.334], [1.547, -1.864, 0.323], [0.278, -3.009, 0.664], [0.069, -1.980, -0.687]],
  "mol_weight_g_mol": 76.2,
  "relative_energy_kcal_mol": 16.3,
  "gap_ev": 11.2062,
  "e_homo_ev": -15.034,
  "energy_ha": -215.282915,
  "total_charge": 1
}



6.
{
  "formula": "C4H14N",
  "method": "ωB97M-V/def2-TZVPD",
  "elements": ["C", "C", "H", "H", "H", "H", "H", "H", "C", "N", "C", "H", "H", "H", "H", "H", "H", "H", "H"],
  "xyz": [[0.214, -3.152, -0.646], [-0.891, -3.664, 0.263], [0.482, -2.094, -0.504], [-0.180, -3.009, -1.667], [1.173, -3.664, -0.677], [-0.470, -3.653, 1.277], [-1.808, -3.098, 0.462], [-1.165, -4.663, -0.078], [0.626, 3.634, -0.129], [0.742, 2.161, 0.373], [-0.573, 1.486, 0.187], [1.659, 3.972, -0.167], [0.258, 3.536, -1.143], [0.111, 4.176, 0.648], [1.084, 2.254, 1.330], [1.538, 1.715, -0.087], [-0.936, 0.979, 1.090], [-0.486, 0.861, -0.694], [-1.377, 2.220, 0.162]],
  "mol_weight_g_mol": 76.2,
  "relative_energy_kcal_mol": 32.5,
  "gap_ev": 10.2030,
  "e_homo_ev": -13.962,
  "energy_ha": -215.257135,
  "total_charge": 1
}



7.
{
  "formula": "C4H14N2",
  "method": "ωB97M-V/def2-TZVPD",
  "elements": ["C", "C", "N", "H", "H", "H", "H", "H", "H", "H", "C", "N", "C", "H", "H", "H", "H", "H", "H", "H"],
  "xyz": [[-1.987, 4.617, 1.042], [-2.175, 4.189, -0.411], [-2.019, 5.328, -1.334], [-2.506, 3.920, 1.708], [-2.432, 5.604, 1.169], [-0.936, 4.603, 1.312], [-3.112, 3.674, -0.602], [-1.372, 3.551, -0.788], [-1.168, 5.781, -1.041], [-2.747, 5.985, -1.224], [1.092, -5.446, -0.064], [1.724, -4.213, 0.326], [3.163, -4.181, 0.105], [1.663, -6.004, -0.806], [0.147, -5.289, -0.549], [0.867, -6.096, 0.778], [1.187, -3.382, 0.177], [3.552, -3.175, -0.003], [3.646, -4.657, 0.958], [3.414, -4.809, -0.753]],
  "mol_weight_g_mol": 90.2,
  "relative_energy_kcal_mol": 21.3,
  "gap_ev": 9.5190,
  "e_homo_ev": -8.316,
  "energy_ha": -270.261667,
  "smiles": "CCN.CNC",
  "total_charge": 0
}



8.
{
  "formula": "C4H14N2",
  "method": "ωB97M-V/def2-TZVPD",
  "elements": ["C", "C", "N", "H", "H", "H", "H", "H", "H", "H", "C", "N", "C", "H", "H", "H", "H", "H", "H", "H"],
  "xyz": [[0.413, 0.527, -2.337], [-0.729, 0.154, -1.426], [-1.961, -0.211, -2.067], [0.101, 1.282, -3.056], [0.674, -0.340, -2.848], [1.236, 0.703, -1.639], [-0.947, 1.008, -0.746], [-0.295, -0.542, -0.742], [-2.672, -0.485, -1.485], [-1.853, -1.041, -2.620], [0.580, -1.300, 1.466], [0.701, 0.137, 1.232], [0.487, 0.998, 2.462], [-0.446, -1.607, 1.317], [0.816, -1.487, 2.447], [1.132, -2.010, 0.839], [1.628, 0.442, 0.850], [1.302, 1.108, 3.266], [0.297, 1.956, 2.107], [-0.464, 0.707, 2.981]],
  "mol_weight_g_mol": 90.2,
  "relative_energy_kcal_mol": 33.9,
  "gap_ev": 9.6448,
  "e_homo_ev": -8.694,
  "energy_ha": -270.241579,
  "smiles": "CCN.CNC",
  "total_charge": 0
}



9.
{
  "formula": "C4H14N2",
  "method": "ωB97M-V/def2-TZVPD",
  "elements": ["C", "C", "C", "H", "H", "H", "H", "H", "H", "H", "H", "N", "C", "N", "H", "H", "H", "H", "H", "H"],
  "xyz": [[-0.513, 2.051, -1.045], [-0.139, 1.234, -2.206], [-0.564, -0.217, -1.926], [-0.184, 1.615, -0.190], [-1.620, 2.339, -0.868], [0.133, 2.967, -1.157], [0.915, 1.168, -2.516], [-0.754, 1.668, -3.016], [-0.577, -0.775, -2.940], [0.170, -0.710, -1.287], [-1.588, -0.271, -1.509], [1.490, -1.569, 2.783], [0.864, -0.800, 1.777], [-0.606, -1.089, 1.535], [1.346, -2.603, 2.612], [1.282, -1.339, 3.721], [1.070, 0.368, 1.936], [1.210, -0.978, 0.720], [-0.663, -2.211, 1.403], [-1.273, -0.847, 2.172]],
  "mol_weight_g_mol": 90.2,
  "relative_energy_kcal_mol": 34.0,
  "gap_ev": 9.9099,
  "e_homo_ev": -8.884,
  "energy_ha": -270.241393,
  "smiles": "CCC.NCN",
  "total_charge": 0
}



10.
{
  "formula": "C4H14N2O",
  "method": "ωB97M-V/def2-TZVPD",
  "elements": ["C", "N", "C", "C", "C", "N", "H", "H", "H", "H", "H", "H", "H", "H", "H", "H", "H", "H", "H", "H", "O"],
  "xyz": [[0.946, -1.112, 1.392], [1.546, -0.119, 0.542], [-0.074, 1.827, 0.554], [0.703, 0.765, -0.246], [-0.102, -0.012, -1.308], [0.739, -0.315, -2.481], [0.259, -0.699, 2.158], [1.658, -1.730, 1.931], [0.360, -1.859, 0.855], [2.254, 0.376, 1.058], [-0.411, 2.600, -0.124], [-0.878, 1.280, 1.048], [0.625, 2.261, 1.249], [1.446, 1.274, -0.868], [-0.970, 0.592, -1.569], [-0.364, -0.918, -0.750], [0.875, -1.324, -2.559], [0.068, -0.322, -3.250], [-2.111, -0.994, 0.907], [-3.183, -1.098, 2.025], [-2.997, -0.722, 1.159]],
  "mol_weight_g_mol": 106.2,
  "relative_energy_kcal_mol": 41.0,
  "gap_ev": 9.3082,
  "e_homo_ev": -8.537,
  "energy_ha": -345.510899,
  "smiles": "CN[C@H](C)CN.O",
  "total_charge": 0
}



11.
{
  "formula": "C4H14N2O",
  "method": "ωB97M-V/def2-TZVPD",
  "elements": ["C", "N", "C", "C", "C", "N", "H", "H", "H", "H", "H", "H", "H", "H", "H", "H", "H", "H", "H", "H", "O"],
  "xyz": [[-0.839, -1.886, 0.404], [0.545, -1.314, 0.340], [1.021, -0.360, 1.379], [1.649, 0.907, 0.860], [0.849, 1.307, -0.400], [-0.634, 1.320, -0.361], [-1.635, -1.312, 0.129], [-0.982, -2.498, 1.292], [-0.828, -2.404, -0.494], [0.751, -1.364, -0.697], [0.106, 0.118, 1.900], [1.725, -0.830, 2.041], [1.552, 1.744, 1.584], [2.735, 0.838, 0.597], [1.433, 2.238, -0.821], [0.995, 0.525, -1.167], [-0.899, 2.283, -0.580], [-0.858, 1.131, 0.674], [-2.655, -0.714, -2.060], [-1.726, 0.216, -1.941], [-2.304, 0.055, -2.676]],
  "mol_weight_g_mol": 106.2,
  "relative_energy_kcal_mol": 80.7,
  "gap_ev": 9.4881,
  "e_homo_ev": -8.588,
  "energy_ha": -345.447553,
  "smiles": "CNCCCN.O",
  "total_charge": 0
}